(one)
A gas-phase ion, C4H12N2 (charge -1). Source: OMol25; level of theory: ωB97M-V/def2-TZVPD.

```
! wB97M-V def2-TZVPD RIJCOSX def2/J DEFGRID3
* xyz -1 2
N -0.840 1.454 -0.341
C 1.792 0.432 -1.852
C 1.241 -0.161 -0.550
C -0.299 0.014 -0.194
C -0.604 -0.372 1.263
N -1.486 -1.477 1.649
H -0.104 2.066 0.121
H -0.883 1.712 -1.342
H 2.814 -0.001 -2.108
H 1.061 0.136 -2.659
H 2.031 1.536 -1.787
H 1.776 0.227 0.412
H 1.489 -1.253 -0.437
H -0.743 -0.394 -1.044
H 0.363 -0.730 1.543
H -0.619 0.470 1.964
H -2.378 -1.125 1.733
H -1.305 -1.966 2.446
*
```

Gap between HOMO and LUMO (alpha / beta) in eV: 2.4 / 9.4

These are the Mulliken partial charges, in e, on atoms 1 to 4: atom 1 (N): -0.83, atom 2 (C): -3.21, atom 3 (C): -1.29, atom 4 (C): -0.36

(two)
2 unconnected molecules or ions with the total composition C4H12N2. Source: OMol25; level of theory: ωB97M-V/def2-TZVPD.

```
! wB97M-V def2-TZVPD RIJCOSX def2/J DEFGRID3
* xyz -1 2
C 3.047 -1.399 -0.894
N 1.644 -1.203 -0.607
C 0.832 -1.020 -1.776
H 3.236 -2.480 -1.064
H 3.324 -0.960 -1.856
H 3.626 -1.292 0.019
H 1.433 -0.433 0.026
H -0.165 -0.618 -1.571
H 0.626 -2.002 -2.246
H 1.215 -0.427 -2.621
C -2.968 1.711 0.732
C -1.572 1.263 2.635
N -2.130 2.090 1.871
H -3.896 1.376 1.180
H -2.521 0.947 0.080
H -3.049 2.585 0.086
H -1.196 1.672 3.576
H -1.487 0.190 2.431
*
```

Gap between HOMO and LUMO (alpha / beta) in eV: 2.8 / 9.2

These are the Mulliken partial charges, in e, on atoms 1 to 4: atom 1 (C): -1.30, atom 2 (N): -0.19, atom 3 (C): -1.99, atom 4 (H): 0.25

Which of them is most stable? Easy: (one).

(one)
A gas-phase ion, H2NO3S (charge -1). Source: OMol25; level of theory: ωB97M-V/def2-TZVPD.

```
! wB97M-V def2-TZVPD RIJCOSX def2/J DEFGRID3
* xyz -1 1
N 1.146 0.140 0.428
S -0.741 0.061 -0.032
O -1.326 1.298 0.575
O -0.607 0.078 -1.459
O -1.297 -1.185 0.435
H 1.344 -0.849 0.513
H 1.481 0.457 -0.460
*
```

SMILES string: NS(=O)(=O)[O-]
Gap between HOMO and LUMO in eV: 9.3

These are the Mulliken partial charges, in e, on atoms 1 to 4: atom 1 (N): -0.70, atom 2 (S): 1.10, atom 3 (O): -0.65, atom 4 (O): -0.64

(two)
2 unconnected molecules or ions with the total composition H2NO3S. Source: OMol25; level of theory: ωB97M-V/def2-TZVPD.

```
! wB97M-V def2-TZVPD RIJCOSX def2/J DEFGRID3
* xyz -1 1
N -1.359 -0.103 -0.037
O 1.780 -0.525 -1.030
O -1.626 -1.266 0.644
O 1.693 1.434 0.435
S 1.312 0.018 0.231
H -1.089 0.719 0.649
H -0.711 -0.277 -0.891
*
```

Gap between HOMO and LUMO (alpha / beta) in eV: 5.8 / 8.1

These are the Mulliken partial charges, in e, on atoms 1 to 4: atom 1 (N): -0.38, atom 2 (O): -0.52, atom 3 (O): -0.52, atom 4 (O): -0.55

Which of them is most stable? Easy: (one).

(one)
2 unconnected molecules or ions with the total composition C2H10N4. Source: OMol25; level of theory: ωB97M-V/def2-TZVPD.

```
! wB97M-V def2-TZVPD RIJCOSX def2/J DEFGRID3
* xyz 0 1
C 0.908 -0.605 0.933
C 1.082 0.826 -1.135
N -1.738 -0.673 -0.960
N -2.108 0.434 0.891
N 0.495 0.558 0.187
N -1.392 0.482 -0.269
H 0.474 -1.548 0.434
H 2.008 -0.793 0.880
H 0.538 -0.536 1.913
H 2.054 1.206 -0.952
H 0.994 -0.066 -1.756
H 0.326 1.542 -1.671
H -2.157 -1.484 -0.467
H -1.073 -1.081 -1.625
H -2.205 -0.359 1.464
H -2.002 1.203 1.441
*
```

Gap between HOMO and LUMO in eV: 8.5

These are the Mulliken partial charges, in e, on atoms 1 to 4: atom 1 (C): -0.70, atom 2 (C): -0.83, atom 3 (N): -0.42, atom 4 (N): -0.53

(two)
2 unconnected molecules or ions with the total composition C2H10N4. Source: OMol25; level of theory: ωB97M-V/def2-TZVPD.

```
! wB97M-V def2-TZVPD RIJCOSX def2/J DEFGRID3
* xyz 0 1
H -0.413 -0.707 3.313
N -0.742 0.084 2.779
C -1.537 -0.317 1.885
N -2.391 0.467 1.156
H -1.699 -1.372 1.615
H -2.584 1.403 1.463
H -3.028 -0.027 0.564
N 1.216 1.125 -0.667
C 1.160 0.308 -1.908
N 1.737 -1.014 -1.846
H 2.079 0.905 -0.189
H 0.483 0.698 -0.117
H 1.574 0.850 -2.743
H 0.085 0.192 -2.104
H 1.344 -1.588 -1.127
H 2.716 -1.007 -2.073
*
```

SMILES string: [H]/N=C/N.NCN
Gap between HOMO and LUMO in eV: 9.5

These are the Mulliken partial charges, in e, on atoms 1 to 4: atom 1 (H): 0.25, atom 2 (N): -0.68, atom 3 (C): 0.08, atom 4 (N): -0.41

Which of them is most stable? Easy: (two).